This record from the Open Molecules 2025 dataset describes C10H16ClDyScTe as an isolated structure in a non-equilibrium geometry. The level of theory is wB97M-V/def2-TZVPD.

```
30
Properties=species:S:1:pos:R:3:lowdin_spin:R:1
Dy -2.0185 -0.6685 -2.1777 5.036
Cl -1.8464 1.7758 -2.5308 -0.016
C -4.1895 -1.0831 -1.4623 -0.004
C -1.9206 -1.6324 -4.3084 -0.003
H -4.6357 -1.8621 -2.0901 0.001
H -4.3022 -1.3153 -0.4040 0.001
H -4.6766 -0.1188 -1.6907 0.002
H -2.7853 -2.2803 -4.5001 0.002
H -1.0084 -2.1539 -4.6247 0.001
H -2.0399 -0.7427 -4.9523 0.001
Sc 0.7956 -0.9787 0.7243 -0.015
C 2.0360 0.1938 -0.6374 0.000
C -0.3881 -2.1729 -0.6620 -0.007
H 2.6689 -0.6340 -0.9967 0.000
H 1.7545 0.7642 -1.5449 0.000
H 2.6595 0.8498 -0.0167 0.000
H -0.3537 -2.7789 -1.5995 0.001
H -1.0805 -2.7798 -0.0150 0.000
Te -1.3357 0.4038 1.7799 0.000
C 0.6103 0.9224 2.5044 0.000
C 1.6903 0.0561 2.8615 0.000
C 2.9515 0.6465 3.1502 0.000
C 3.1035 2.0276 3.0995 0.000
C 2.0293 2.8630 2.7718 0.000
C 0.7761 2.3246 2.4994 0.000
H 1.5416 -1.0264 3.0293 0.000
H 3.8083 0.0150 3.4200 0.000
H 4.0750 2.4854 3.3458 0.000
H 2.1679 3.9508 2.7390 0.000
H -0.0875 2.9487 2.2883 0.000
```

Results
Frontier orbital gap (alpha / beta) ... 5.7 / 5.6 eV
Energy above the lowest of the compared OMol25 structures with the same formula, charge and spin ... 9.6 kcal/mol
Total charge ... -1
⟨S²⟩ ... 9.32
Spin multiplicity ... 6